(1)
A molecular structure, C13H24INO4Ti at a distorted geometry, computed with ωB97M-V/def2-TZVPD.

Results
- 2S+1 = 5
- HOMO level (spin up / spin down) (eV) = -5.43 / -7.54
- gap between HOMO and LUMO (spin up / spin down) (eV) = 5.91 / 6.04
- total energy (a.u.) = -2012.365748
- E_LUMO (spin up / spin down) (eV) = 0.479 / -1.504

Last column: Mulliken charge in e.
Cartesian coordinates (Å):
Ti: -1.998 -0.023 -0.114  0.42
I: -4.269 -0.408 1.727  -0.60
C: 0.930 -0.404 2.192  -1.02
C: 1.842 -0.941 1.151  1.83
C: 3.051 -1.618 1.881  -1.50
C: 2.602 -2.949 2.582  -0.82
C: 2.101 -3.832 1.451  -1.45
C: 0.998 -3.263 0.618  1.83
N: 1.271 -1.950 0.156  0.41
O: 0.316 -1.362 -0.883  -0.52
C: -0.361 -3.378 1.301  -1.54
C: 1.006 -4.171 -0.613  -1.96
C: 2.514 0.140 0.328  -1.90
H: 1.153 0.531 2.707  0.40
H: 0.476 -1.119 2.877  0.22
H: -0.041 -0.195 1.744  -0.10
H: 3.805 -1.059 2.436  0.52
H: 3.841 -1.825 1.159  0.55
H: 1.909 -2.804 3.411  0.36
H: 3.526 -3.392 2.955  0.42
H: 1.616 -4.651 1.982  0.41
H: 2.872 -4.406 0.937  0.52
H: -0.379 -3.209 2.378  0.32
H: -0.588 -4.442 1.369  0.50
H: -1.212 -2.895 0.821  0.19
H: 1.970 -4.268 -1.113  0.45
H: 0.272 -3.975 -1.395  0.38
H: 0.844 -5.211 -0.330  0.45
H: 1.824 0.887 -0.066  0.31
H: 3.123 -0.158 -0.525  0.46
H: 3.364 0.702 0.713  0.41
C: -2.228 6.137 -3.517  -1.31
C: -2.793 5.419 -2.366  0.43
C: -4.224 4.776 -2.550  -0.33
O: -3.875 3.578 -1.951  -0.32
C: -2.521 3.382 -1.555  0.48
O: -2.049 2.372 -1.000  -0.44
O: -1.839 4.465 -2.009  -0.30
H: -2.863 6.162 -4.403  0.34
H: -1.271 5.910 -3.987  0.36
H: -2.305 7.202 -3.296  0.30
H: -2.878 6.124 -1.539  0.28
H: -4.562 4.707 -3.584  0.29
H: -4.969 5.416 -2.078  0.28


(2)
3 unconnected molecules or ions with the total composition C46H49BrClFN4O10S at a distorted geometry, computed with ωB97M-V/def2-TZVPD.

Results
- 2S+1 = 1
- HOMO level (eV) = -9.04
- gap between HOMO and LUMO (eV) = 7.96
- structure (SMILES) = CC(=O)OCCCCCN(N=C=O)[C@@H](CCCN)[C@@](N)(Br)O[C@](Cl)(CCCF)S(C)(=O)=O.O=C1c2ccccc2C(=O)c2ccccc21.O=C1c2ccccc2C(=O)c2ccccc21
- total energy (a.u.) = -6285.679077
- E_LUMO (eV) = -1.086

Last column: Mulliken charge in e.
Cartesian coordinates (Å):
C: -3.327 3.675 5.717  -0.90
C: -2.658 2.654 4.673  0.62
O: -3.150 1.474 4.628  -0.52
O: -1.589 2.952 3.771  -0.22
C: -0.413 3.457 4.465  -0.51
C: 0.815 2.390 4.523  -0.35
C: 1.882 2.695 3.338  -0.85
C: 1.240 2.033 1.982  -0.05
C: 2.232 0.967 1.276  -0.35
N: 2.064 -0.444 1.760  1.32
N: 3.365 -0.942 1.945  -0.77
C: 3.651 -0.973 3.231  0.74
O: 3.796 -1.023 4.482  -0.57
C: 1.275 -1.284 0.789  -0.96
C: 2.174 -2.251 -0.131  -0.78
C: 3.108 -1.429 -1.205  0.06
C: 2.905 -2.113 -2.675  -0.82
N: 1.505 -1.754 -3.122  -0.49
C: 0.244 -2.250 1.631  0.30
N: 1.207 -3.061 2.495  -0.58
Br: -0.835 -1.248 2.991  0.01
O: -0.435 -3.229 0.856  -0.38
C: -1.627 -2.872 0.170  0.08
Cl: -1.745 -4.266 -1.106  -0.18
C: -1.645 -1.583 -0.760  -0.98
C: -1.962 -0.158 -0.140  1.02
C: -1.964 0.891 -1.409  -0.28
F: -1.222 2.101 -1.052  -0.36
S: -3.232 -3.179 1.144  1.54
C: -3.012 -4.575 2.393  -0.96
O: -3.829 -1.951 1.768  -0.60
O: -4.271 -3.717 0.150  -0.73
H: -4.408 3.976 5.452  0.30
H: -3.244 3.193 6.769  0.27
H: -2.671 4.625 5.726  0.31
H: -0.055 4.386 3.881  0.23
H: -0.607 3.771 5.561  0.33
H: 1.364 2.545 5.520  0.38
H: 0.401 1.308 4.450  0.09
H: 2.057 3.828 3.169  0.34
H: 2.892 2.160 3.490  0.32
H: 1.129 2.926 1.241  0.38
H: 0.178 1.628 2.137  -0.22
H: 3.309 1.316 1.540  0.35
H: 2.124 1.111 0.143  0.03
H: 0.739 -0.552 0.093  0.35
H: 2.831 -2.993 0.464  0.45
H: 1.497 -2.924 -0.798  0.40
H: 4.189 -1.594 -0.850  0.15
H: 2.800 -0.331 -1.305  -0.05
H: 3.019 -3.253 -2.603  0.28
H: 3.711 -1.635 -3.355  0.40
H: 1.480 -1.747 -4.157  0.27
H: 0.833 -2.498 -2.853  0.15
H: 0.845 -4.025 2.573  0.23
H: 1.253 -2.628 3.440  0.31
H: -2.412 -1.777 -1.614  0.65
H: -0.618 -1.520 -1.306  -0.09
H: -1.174 0.283 0.576  -1.00
H: -2.985 -0.010 0.348  0.47
H: -3.061 1.182 -1.616  0.22
H: -1.549 0.363 -2.339  0.28
H: -1.924 -4.925 2.478  0.26
H: -3.492 -4.291 3.406  0.32
H: -3.614 -5.497 2.019  0.36
O: 5.640 1.549 -0.956  -0.66
C: 6.851 1.690 -0.923  0.42
C: 7.552 2.426 -1.999  0.15
C: 6.815 2.980 -3.048  -0.48
C: 7.461 3.708 -4.043  -0.49
C: 8.843 3.885 -3.993  -0.47
C: 9.581 3.319 -2.959  -0.52
C: 8.937 2.583 -1.963  0.20
C: 9.733 1.970 -0.876  0.53
O: 10.950 2.061 -0.874  -0.68
C: 9.032 1.251 0.210  0.43
C: 9.768 0.699 1.260  -0.70
C: 9.115 0.050 2.303  -0.53
C: 7.725 -0.049 2.302  -0.56
C: 6.989 0.488 1.249  -0.21
C: 7.642 1.135 0.198  -0.08
H: 5.738 2.850 -3.090  0.50
H: 6.887 4.142 -4.855  0.40
H: 9.345 4.463 -4.763  0.39
H: 10.658 3.456 -2.928  0.46
H: 10.852 0.777 1.270  0.47
H: 9.689 -0.375 3.121  0.39
H: 7.214 -0.547 3.121  0.43
H: 5.906 0.405 1.254  0.60
O: -10.913 -1.239 -2.999  -0.69
C: -9.701 -1.104 -2.951  0.58
C: -8.984 -0.373 -4.021  0.20
C: -9.705 0.184 -5.079  -0.57
C: -9.044 0.907 -6.067  -0.45
C: -7.663 1.077 -6.001  -0.51
C: -6.939 0.509 -4.957  -0.49
C: -7.598 -0.223 -3.968  0.11
C: -6.818 -0.839 -2.871  0.50
O: -5.600 -0.753 -2.856  -0.71
C: -7.536 -1.552 -1.793  -0.01
C: -6.813 -2.107 -0.734  -0.33
C: -7.481 -2.750 0.302  -0.43
C: -8.872 -2.843 0.285  -0.53
C: -9.594 -2.304 -0.776  -0.63
C: -8.927 -1.662 -1.821  0.36
H: -10.782 0.059 -5.133  0.46
H: -9.607 1.343 -6.886  0.39
H: -7.149 1.652 -6.765  0.40
H: -5.862 0.641 -4.915  0.46
H: -5.731 -2.034 -0.712  0.63
H: -6.918 -3.177 1.125  0.44
H: -9.393 -3.337 1.099  0.38
H: -10.677 -2.382 -0.784  0.46


(3)
A molecular structure, C2H4FeLiO at a distorted geometry, computed with ωB97M-V/def2-TZVPD.

Results
- 2S+1 = 7
- HOMO level (spin up / spin down) (eV) = -11.09 / -14.99
- gap between HOMO and LUMO (spin up / spin down) (eV) = 6.50 / 9.01
- total energy (a.u.) = -1424.645130
- energy above the lowest of the compared OMol25 structures with the same formula, charge and spin (eV) = 0.188
- charge = +1
- E_LUMO (spin up / spin down) (eV) = -4.586 / -5.985

Last column: Mulliken charge in e.
Cartesian coordinates (Å):
O: -0.468 -0.241 -1.119  -0.68
Li: -0.792 1.323 -1.925  0.85
C: -0.751 -0.092 0.189  0.06
C: 0.293 0.218 1.099  -0.58
H: -1.502 -0.846 0.467  0.29
H: 0.640 1.253 0.966  0.25
H: 0.050 0.053 2.153  0.30
Fe: 1.037 -1.060 -1.992  0.48
H: 1.493 -0.608 0.162  0.02


(4)
5 unconnected molecules or ions with the total composition C42H58N2O14 at a distorted geometry, computed with ωB97M-V/def2-TZVPD.

Results
- 2S+1 = 1
- HOMO level (eV) = -8.25
- gap between HOMO and LUMO (eV) = 8.32
- structure (SMILES) = CCCCc1nc2c(CCCCCOC)ccc(Cc3ccc(C)cc3)c2nc1CCCOC.O=C1OCCO1.O=C1OCCO1.O=C1OCCO1.O=C1OCCO1
- total energy (a.u.) = -2798.058041
- E_LUMO (eV) = 0.068

Last column: Mulliken charge in e.
Cartesian coordinates (Å):
C: -1.247 -0.835 5.835  -1.15
C: -0.904 -0.935 4.295  0.37
C: 0.495 -1.600 4.158  -1.13
C: 1.201 -1.401 2.771  -0.69
C: 0.384 -0.640 1.732  0.20
N: 0.703 0.613 1.495  -0.45
C: -0.050 1.226 0.523  0.01
C: 0.242 2.614 0.235  0.54
C: 1.356 3.280 1.035  0.00
C: 1.944 4.589 0.424  -0.93
C: 3.478 4.481 0.142  -0.92
C: 3.744 3.841 -1.270  -0.72
C: 4.493 2.501 -1.101  0.24
O: 4.383 1.657 -2.245  -0.44
C: 4.564 0.286 -1.879  -0.44
C: -0.513 3.260 -0.711  -0.73
C: -1.581 2.593 -1.408  -0.73
C: -1.846 1.280 -1.114  0.54
C: -3.027 0.593 -1.833  -0.88
C: -4.268 0.803 -0.911  0.38
C: -4.775 2.118 -0.848  -0.78
C: -5.858 2.392 -0.013  -0.86
C: -6.409 1.352 0.758  1.09
C: -7.578 1.736 1.696  -1.39
C: -5.928 0.049 0.682  -0.88
C: -4.828 -0.225 -0.165  0.25
C: -1.087 0.538 -0.138  -0.38
N: -1.437 -0.777 0.066  0.45
C: -0.683 -1.310 1.007  0.76
C: -0.942 -2.794 1.333  -1.18
C: -0.146 -3.760 0.406  -0.88
C: -0.845 -3.865 -0.973  -0.30
O: -2.128 -4.476 -0.885  -0.43
C: -3.110 -3.752 -1.628  0.59
H: -1.619 0.179 6.071  0.26
H: -2.038 -1.534 6.142  0.22
H: -0.344 -0.959 6.460  0.39
H: -0.956 0.091 3.907  0.18
H: -1.655 -1.617 3.864  0.02
H: 1.142 -1.267 4.986  0.63
H: 0.362 -2.692 4.297  0.22
H: 2.110 -0.795 2.944  0.09
H: 1.569 -2.345 2.326  0.30
H: 2.205 2.591 1.196  0.03
H: 0.999 3.526 2.054  0.42
H: 1.832 5.422 1.146  0.34
H: 1.483 4.917 -0.518  0.33
H: 3.846 5.521 0.061  0.50
H: 4.013 3.948 0.946  0.30
H: 2.813 3.693 -1.844  0.41
H: 4.402 4.528 -1.833  0.40
H: 4.043 1.970 -0.235  -0.08
H: 5.555 2.692 -0.859  0.18
H: 3.569 -0.200 -1.853  0.25
H: 5.027 0.179 -0.880  0.09
H: 5.245 -0.216 -2.590  0.17
H: -0.332 4.312 -0.942  0.35
H: -2.187 3.126 -2.146  0.49
H: -2.828 -0.473 -2.002  -0.27
H: -3.275 1.115 -2.773  0.69
H: -4.327 2.921 -1.438  0.25
H: -6.254 3.411 0.034  0.33
H: -8.078 2.625 1.287  0.41
H: -7.086 2.064 2.635  0.18
H: -8.237 0.876 1.871  0.36
H: -6.388 -0.732 1.299  0.39
H: -4.415 -1.237 -0.215  0.32
H: -2.016 -2.962 1.131  0.43
H: -0.761 -3.027 2.391  0.31
H: 0.895 -3.444 0.214  0.40
H: -0.162 -4.762 0.876  0.31
H: -0.919 -2.831 -1.363  0.21
H: -0.237 -4.468 -1.675  0.29
H: -3.857 -4.477 -2.007  0.33
H: -2.653 -3.282 -2.518  -0.39
H: -3.665 -3.022 -1.014  -0.11
O: -2.670 -2.023 -4.133  -0.58
C: -2.148 -2.712 -4.950  0.62
O: -2.815 -3.498 -5.831  -0.32
C: -1.865 -3.983 -6.782  -0.35
C: -0.565 -3.895 -6.022  -0.32
O: -0.806 -2.815 -5.119  -0.26
H: -2.105 -4.998 -7.088  0.29
H: -1.882 -3.334 -7.660  0.28
H: -0.355 -4.798 -5.444  0.25
H: 0.285 -3.681 -6.665  0.30
O: -4.018 -0.584 7.731  -0.50
C: -4.815 -0.280 6.906  0.60
O: -6.095 -0.738 6.866  -0.34
C: -6.795 0.022 5.882  -0.36
C: -5.684 0.505 4.985  0.13
O: -4.570 0.573 5.875  -0.33
H: -7.520 -0.597 5.357  0.31
H: -7.321 0.841 6.377  0.27
H: -5.454 -0.202 4.184  0.16
H: -5.893 1.479 4.549  0.07
O: 5.837 -3.039 -6.611  -0.52
C: 5.967 -1.871 -6.445  0.64
O: 5.133 -0.922 -6.957  -0.34
C: 5.485 0.321 -6.352  -0.13
C: 6.912 0.106 -5.942  -0.33
O: 6.968 -1.303 -5.716  -0.33
H: 5.376 1.142 -7.058  0.29
H: 4.831 0.497 -5.495  0.15
H: 7.621 0.364 -6.732  0.29
H: 7.170 0.657 -5.040  0.29
O: 8.125 1.718 0.083  -0.52
C: 7.502 1.398 1.042  0.54
O: 6.196 1.718 1.251  -0.12
C: 5.746 0.969 2.381  -0.23
C: 7.028 0.684 3.121  -0.44
O: 7.997 0.665 2.073  -0.35
H: 5.038 1.547 2.972  0.31
H: 5.253 0.059 2.028  0.20
H: 7.288 1.475 3.828  0.28
H: 7.007 -0.267 3.648  0.32


(5)
2 unconnected molecules or ions with the total composition CH4NO at a distorted geometry, computed with ωB97M-V/def2-TZVPD.

Results
- 2S+1 = 1
- HOMO level (eV) = -2.61
- gap between HOMO and LUMO (eV) = 7.56
- total energy (a.u.) = -170.451741
- energy above the lowest of the compared OMol25 structures with the same formula, charge and spin (eV) = 0.770
- charge = -1
- E_LUMO (eV) = 4.946

Last column: Mulliken charge in e.
Cartesian coordinates (Å):
N: -1.633 -0.362 0.080  -0.60
C: -0.801 0.557 -0.234  -0.17
O: 2.101 -0.051 0.149  -1.11
H: 0.294 0.401 -0.281  0.23
H: 2.243 -0.889 0.611  0.13
H: -1.013 -1.103 0.439  0.29
H: -1.192 1.448 -0.763  0.22